Record 1
This record from the Open Molecules 2025 dataset describes an isolated ion of composition C23H26F2NO and charge +1 in a non-equilibrium geometry. The level of theory is the ωB97M-V functional and the def2-TZVPD basis.

The geometry in XYZ format:
```
53
C23H26F2NO the ωB97M-V functional and the def2-TZVPD basis
C -3.60 0.56 2.22
C -2.19 -0.11 2.04
C -2.10 -1.41 2.83
C -1.12 0.82 2.40
N 0.11 0.44 2.92
C 0.90 1.53 3.54
C 2.22 1.01 4.07
O 2.91 0.24 3.08
C 2.16 -0.92 2.73
C 0.81 -0.56 2.12
C -2.29 -0.13 0.34
C -2.44 1.06 -0.57
C -1.53 2.08 -0.71
C -1.83 3.39 -1.23
C -0.82 4.37 -1.36
C -1.07 5.66 -1.85
C -2.37 6.02 -2.24
C -3.37 5.04 -2.14
F -4.65 5.38 -2.50
C -3.14 3.77 -1.65
C -3.11 -1.30 -0.18
C -2.63 -2.61 -0.05
C -3.50 -3.71 -0.19
C -4.85 -3.52 -0.55
C -5.24 -2.21 -0.81
F -6.54 -1.99 -1.23
C -4.39 -1.10 -0.69
H -4.37 -0.23 2.31
H -3.71 1.22 3.13
H -3.84 1.18 1.33
H -3.07 -1.73 3.24
H -1.74 -2.22 2.18
H -1.42 -1.39 3.71
H -1.29 1.91 2.35
H 1.14 2.32 2.80
H 0.32 1.95 4.38
H 2.92 1.85 4.26
H 2.04 0.43 4.99
H 2.79 -1.42 1.97
H 2.00 -1.58 3.59
H 0.20 -1.46 2.04
H 1.04 -0.18 1.10
H -1.26 -0.33 0.61
H -3.34 1.16 -1.18
H -0.52 1.95 -0.30
H 0.20 4.06 -1.10
H -0.27 6.38 -1.90
H -2.62 7.03 -2.56
H -3.96 3.03 -1.63
H -1.59 -2.76 0.24
H -3.13 -4.71 -0.02
H -5.53 -4.34 -0.71
H -4.82 -0.10 -0.82
```

Calculated values
- 2S+1 = 1
- energy above the lowest of the compared OMol25 structures with the same formula, charge and spin (eV) = 1.938
- orbital gap (eV) = 5.90
- net charge = +1
- SMILES = CC(C)(C=[N+]1CCOCC1)[C@H](/C=C/c1cccc(F)c1)c1cccc(F)c1

=====

Record 2
This record from the Open Molecules 2025 dataset describes C23H26IrN6O4PS as an isolated structure. The level of theory is the ωB97M-V functional and the def2-TZVPD basis.

The geometry in XYZ format:
```
62
C23H26IrN6O4PS the ωB97M-V functional and the def2-TZVPD basis
Ir 0.94 -0.16 0.42
O -0.89 1.08 1.44
S -1.30 1.33 0.05
O -2.49 2.12 -0.14
O -0.08 2.13 -0.55
O -1.29 0.03 -0.67
N 0.19 -2.34 1.29
C 1.08 -3.34 0.83
C 1.35 -4.49 1.50
C 2.26 -5.44 0.99
C 2.87 -5.23 -0.22
C 2.62 -4.04 -0.94
C 3.24 -3.75 -2.18
C 3.01 -2.55 -2.78
C 2.20 -1.60 -2.11
N 1.60 -1.84 -0.97
C 1.76 -3.07 -0.39
H -0.62 -2.22 0.68
H -0.14 -2.48 2.23
H 0.84 -4.69 2.44
H 2.46 -6.34 1.55
H 3.55 -5.96 -0.63
H 3.90 -4.48 -2.62
H 3.47 -2.29 -3.72
H 2.06 -0.61 -2.53
C 2.20 0.87 1.77
C 3.25 0.03 1.23
C 3.56 -1.23 1.81
C 4.45 -2.09 1.22
C 5.11 -1.71 0.04
C 4.89 -0.44 -0.51
C 3.99 0.41 0.08
C 5.95 -2.66 -0.64
N 6.60 -3.44 -1.17
H 2.22 1.92 1.50
H 1.91 0.68 2.80
H 3.04 -1.53 2.71
H 4.64 -3.06 1.64
H 5.43 -0.14 -1.40
H 3.81 1.39 -0.35
C 1.77 3.23 -4.83
N 0.68 2.32 -5.16
C -0.55 3.09 -5.28
N -0.88 3.87 -4.10
C 0.26 4.74 -3.78
N 1.53 4.03 -3.63
C 1.54 3.19 -2.43
P 0.19 1.95 -2.47
C 0.56 1.25 -4.19
C -1.23 3.01 -2.96
H 1.91 3.92 -5.67
H 2.70 2.66 -4.70
H -1.38 2.41 -5.50
H -0.44 3.77 -6.12
H 0.04 5.29 -2.87
H 0.38 5.45 -4.60
H 1.40 3.80 -1.53
H 2.50 2.68 -2.34
H -0.27 0.59 -4.45
H 1.48 0.65 -4.17
H -1.52 3.61 -2.10
H -2.08 2.38 -3.22
```

Calculated values
- 2S+1 = 5
- energy above the lowest of the compared OMol25 structures with the same formula, charge and spin (eV) = 1.380
- orbital gap (alpha / beta) (eV) = 6.02 / 7.38

=====

Record 3
This record from the Open Molecules 2025 dataset describes one molecule with the formula C23H26N2O4. The level of theory is the ωB97M-V functional and the def2-TZVPD basis.

The geometry in XYZ format:
```
55
C23H26N2O4 the ωB97M-V functional and the def2-TZVPD basis
C -8.28 -1.08 -0.91
C -7.47 -0.47 -0.07
C -6.78 -1.14 1.08
O -5.52 -0.57 1.39
C -4.48 -0.77 0.55
C -4.55 -1.43 -0.68
C -3.40 -1.57 -1.45
C -2.19 -1.07 -1.02
C -2.12 -0.39 0.19
C -0.79 0.09 0.68
O 0.09 -0.69 1.01
N -0.63 1.43 0.76
C -1.53 2.42 0.22
C -0.95 3.04 -1.05
C 0.44 3.61 -0.77
C 1.36 2.57 -0.12
N 1.72 1.56 -1.08
C 2.69 0.60 -0.83
C 2.67 -0.58 -1.57
C 3.66 -1.53 -1.43
C 4.70 -1.33 -0.53
C 4.71 -0.18 0.25
C 3.72 0.78 0.09
O 5.68 0.06 1.20
C 6.42 -1.09 1.52
C 6.83 -1.83 0.25
O 5.69 -2.29 -0.43
C 0.67 1.97 1.12
C -3.25 -0.25 0.97
H -8.77 -0.56 -1.71
H -8.48 -2.14 -0.84
H -7.27 0.59 -0.16
H -7.37 -0.99 1.99
H -6.69 -2.22 0.91
H -5.48 -1.82 -1.04
H -3.47 -2.09 -2.39
H -1.30 -1.20 -1.61
H -2.50 1.96 0.01
H -1.68 3.20 0.98
H -1.61 3.83 -1.40
H -0.90 2.27 -1.83
H 0.89 3.95 -1.70
H 0.35 4.46 -0.10
H 2.28 3.07 0.20
H 0.92 1.17 -1.56
H 1.87 -0.76 -2.28
H 3.66 -2.44 -2.01
H 3.78 1.66 0.71
H 7.30 -0.75 2.08
H 5.82 -1.76 2.15
H 7.43 -2.71 0.48
H 7.40 -1.15 -0.40
H 1.27 1.15 1.53
H 0.53 2.74 1.89
H -3.21 0.25 1.93
```

Calculated values
- 2S+1 = 1
- energy above the lowest of the compared OMol25 structures with the same formula, charge and spin (eV) = 3.522
- orbital gap (eV) = 7.96
- SMILES = C=CCOc1cccc(C(=O)N2CCC[C@H](Nc3ccc4c(c3)OCCO4)C2)c1

=====

- What is the 2S+1 in the second record?
  5

=====

- Among the records above, which one has the highest 2S+1?
  C23H26IrN6O4PS

=====

- Look up the energy above the lowest of the compared OMol25 structures with the same formula, charge and spin of the third one.
  3.522 eV

=====

- Which formula does entry 1 have?
  C23H26F2NO